22
Properties=species:S:1:pos:R:3:forces:R:3:mulliken_charge:R:1 method="wB97M-V/def2-TZVPD" total_charge=-1 lumo_ev=3.607 e_homo_ev=-2.71
C 1.5312 -2.9881 0.8407 0.5 -0.5 0.2 -0.650
C 0.0831 -2.4978 0.7799 0.3 -0.6 -0.5 -0.542
S 0.0731 -0.8954 -0.0321 -0.2 0.1 0.1 -0.573
N 2.4712 -2.2050 1.6785 -0.5 0.4 -0.1 -0.661
H 2.0047 -2.9295 -0.1577 -0.6 -0.3 0.2 0.250
H 1.5214 -4.0365 1.1875 0.3 0.1 0.0 0.383
H -0.3264 -2.5287 1.8057 0.0 0.3 -0.2 0.248
H -0.5107 -3.2395 0.1888 0.4 0.4 0.4 0.179
H 2.1721 -2.1839 2.6493 -0.2 -0.3 0.0 0.232
H 2.2880 -1.2414 1.3784 0.2 -0.1 -0.1 0.254
C -1.3121 1.4656 -2.0562 0.1 -0.1 0.7 -1.061
C -0.5165 2.0942 -0.9212 0.7 0.6 -0.2 0.259
C -1.2140 2.0221 0.4252 -0.5 -0.9 -0.6 -1.186
O -0.4522 3.4974 -1.2950 1.3 0.9 0.3 -0.590
H -0.7926 1.7232 -2.9827 -0.2 -0.2 -0.1 0.266
H -2.3329 1.9015 -2.0548 0.5 -0.3 -0.1 0.290
H -1.3272 0.3827 -1.8680 -0.2 0.3 -0.4 0.298
H 0.5494 1.7014 -0.8811 -1.4 0.1 0.0 0.340
H -1.6016 0.9923 0.5514 0.6 0.6 0.5 0.273
H -2.0566 2.6904 0.3910 -0.5 0.5 -0.2 0.405
H -0.5804 2.3797 1.2236 0.3 -0.3 0.4 0.281
H 0.3289 3.8951 -0.8514 -0.9 -0.4 -0.4 0.305

=====

75
Properties=species:S:1:pos:R:3:forces:R:3:mulliken_charge:R:1 method="wB97M-V/def2-TZVPD" total_charge=+3 spin_multiplicity=3 lumo_ev="-10.986 / -10.963" e_homo_ev="-18.16 / -18.16" s_squared=2.1067
Mo 2.7954 0.6069 -1.7672 -1.3 1.2 1.8 -0.265
Br 5.1779 1.5499 -1.5064 0.9 0.3 0.1 0.029
C 4.9931 2.8643 -2.9566 -0.1 0.0 -0.1 -0.410
Br 3.2289 2.4677 -3.6980 0.0 0.3 -0.1 0.021
H 5.7711 2.7008 -3.7050 -0.2 -0.2 0.1 0.421
H 5.0114 3.8839 -2.5645 -0.1 -0.3 0.1 0.432
C 0.1692 -2.0165 1.7115 -0.2 0.2 0.2 -1.130
C -1.0761 -1.5294 2.4449 0.0 -0.8 0.1 1.621
C -2.3472 -1.9177 1.7078 0.2 0.2 0.1 -1.587
C -1.0987 -1.9908 3.8953 0.0 0.1 -0.2 -1.786
O -0.9410 -0.0764 2.5013 0.2 0.4 0.0 1.122
Si -1.7647 1.2348 2.3008 -0.4 0.2 0.0 -0.477
S 1.5785 0.7589 -0.0308 1.3 -0.3 -1.9 0.180
O -1.2011 2.5792 2.8589 -0.6 -0.3 -0.5 -0.233
C -0.1322 3.0566 3.7222 1.1 0.2 0.5 1.623
C 1.1694 2.3621 3.3222 -0.4 0.1 0.0 -1.317
C -0.4878 2.7151 5.1606 -0.3 0.2 -0.3 -1.637
C -0.0442 4.5534 3.4756 -0.2 -0.1 0.0 -1.640
O -3.0600 1.1976 1.4376 0.8 -0.5 0.4 -0.088
C -4.2291 1.9505 1.0135 -1.0 0.4 -0.8 1.466
C -3.8944 3.4273 0.9124 0.2 -0.2 0.3 -1.512
C -4.5838 1.3937 -0.3658 0.1 0.0 0.4 -1.628
C -5.3313 1.6862 2.0225 0.3 -0.1 0.1 -1.619
H 0.1819 -3.1019 1.6888 0.0 -0.1 0.0 0.536
H 1.0661 -1.6670 2.2195 0.1 0.0 0.1 0.406
H 0.1718 -1.6383 0.6880 0.0 -0.1 -0.1 -0.247
H -2.4312 -3.0010 1.6749 0.0 -0.1 0.0 0.523
H -2.3278 -1.5387 0.6880 -0.1 0.0 -0.1 0.273
H -3.2264 -1.5279 2.2170 -0.1 0.0 0.0 0.402
H -1.1451 -3.0734 3.9529 0.0 -0.1 0.0 0.466
H -1.9735 -1.5929 4.4052 -0.1 0.0 0.1 0.417
H -0.2013 -1.6565 4.4088 0.1 0.0 0.1 0.359
H 1.0969 1.2942 3.5077 0.1 -0.2 0.1 0.216
H 1.9928 2.7668 3.9035 0.1 0.0 0.0 0.505
H 1.3692 2.5279 2.2646 0.1 0.1 -0.1 0.151
H -0.5797 1.6382 5.2878 0.0 -0.1 0.1 0.321
H -1.4309 3.1806 5.4390 0.0 0.1 0.1 0.399
H 0.2841 3.0801 5.8315 0.1 0.0 0.1 0.472
H 0.1966 4.7630 2.4343 0.1 0.0 0.0 0.368
H 0.7262 4.9835 4.1094 0.1 0.0 0.0 0.453
H -0.9919 5.0355 3.7072 0.0 0.0 0.1 0.394
H -3.0943 3.6010 0.1955 0.1 0.0 -0.1 0.365
H -3.5852 3.8119 1.8815 0.0 0.1 0.1 0.333
H -4.7769 3.9710 0.5873 0.0 0.1 0.0 0.484
H -3.7751 1.5788 -1.0676 0.1 0.0 -0.1 0.368
H -5.4814 1.8810 -0.7316 -0.1 0.1 -0.1 0.467
H -4.7710 0.3249 -0.3103 0.0 -0.1 0.0 0.366
H -5.0479 2.0810 2.9966 -0.1 0.1 0.1 0.397
H -5.5260 0.6219 2.1285 0.0 -0.1 -0.1 0.358
H -6.2445 2.1732 1.6985 -0.1 0.1 0.0 0.464
C 3.5612 -4.2601 -1.7352 -0.2 0.2 -0.1 -1.320
C 3.1055 -2.8269 -1.5598 0.7 -0.1 0.5 -0.055
O 2.0193 -2.5692 -2.4748 -0.7 0.8 -0.5 0.005
P 1.7673 -1.1168 -3.0602 0.1 -1.9 -1.2 1.330
O 0.4517 -1.2481 -3.8762 0.6 0.6 0.3 -0.497
C -0.8084 -1.7454 -3.3354 -0.9 -0.4 0.2 -0.059
C -0.9845 -3.2150 -3.6576 0.2 0.3 0.0 -1.105
O 2.8684 -0.7430 -4.1415 -0.5 0.2 1.0 -0.233
C 3.0242 -1.3799 -5.4622 0.3 -0.3 -0.8 -0.200
C 4.1215 -2.4134 -5.4019 -0.1 0.2 0.2 -0.953
H 4.3880 -4.4735 -1.0648 0.1 0.0 0.1 0.419
H 3.8844 -4.4440 -2.7560 0.0 0.0 -0.1 0.286
H 2.7407 -4.9333 -1.4999 0.0 -0.1 0.0 0.331
H 3.9345 -2.1128 -1.7697 -0.3 -0.3 0.1 0.332
H 2.7327 -2.6609 -0.5410 0.1 0.1 -0.2 0.211
H -1.5787 -1.1380 -3.8164 0.2 0.0 0.1 0.337
H -0.8206 -1.5671 -2.2537 0.0 0.0 -0.1 0.124
H -0.9706 -3.3758 -4.7326 0.0 0.0 -0.1 0.340
H -1.9453 -3.5567 -3.2805 -0.1 0.0 0.1 0.413
H -0.1918 -3.8036 -3.2027 0.0 -0.1 0.0 0.243
H 3.2691 -0.5609 -6.1424 -0.1 -0.1 0.2 0.326
H 2.0636 -1.8164 -5.7417 0.1 0.2 0.0 0.277
H 5.0351 -1.9843 -4.9932 0.1 0.0 0.0 0.301
H 4.3404 -2.7694 -6.4057 0.0 -0.1 -0.1 0.423
H 3.8102 -3.2587 -4.7921 0.1 -0.1 0.0 0.124

=====

17
Properties=species:S:1:pos:R:3:forces:R:3:mulliken_charge:R:1 method="wB97M-V/def2-TZVPD" spin_multiplicity=3 lumo_ev="0.830 / -0.166" e_homo_ev="-7.83 / -9.61" s_squared=2.0088
C -0.8060 -0.3841 -1.8756 2.8 -0.8 0.5 -1.049
C -0.2001 1.5027 -0.1397 2.5 2.1 -1.5 -1.129
C 2.5101 -0.1267 2.2205 -2.8 -1.2 0.3 -1.003
C -1.0755 0.3795 -0.5425 -1.9 -1.1 0.4 0.405
N -1.7288 -2.0295 0.4136 -0.6 -0.5 0.0 -0.524
S -0.9308 -0.7447 0.9008 0.1 0.1 0.1 0.106
H -0.1494 0.3248 -2.4833 -1.5 -0.9 0.1 0.324
H -0.0134 -1.2372 -1.6257 -1.7 1.6 -0.4 0.233
H -1.6511 -0.9217 -2.3897 0.8 1.1 0.6 0.301
H 0.6225 1.1855 0.4707 0.6 -0.4 0.5 0.141
H -0.6352 2.3256 0.3835 -1.0 0.2 0.6 0.330
H 0.3426 2.0854 -0.9488 -0.8 -1.1 0.2 0.323
H 1.5295 -0.4199 2.6348 0.7 0.9 0.7 0.282
H 3.2478 0.4363 2.7092 0.8 0.4 0.3 0.341
H 2.5200 -0.7294 1.3572 1.3 -0.1 -1.3 0.380
H -2.1131 0.7454 -0.3795 0.4 -0.5 -0.9 0.293
H -1.8990 -2.6452 1.2177 0.3 0.2 -0.2 0.244

=====

Computed energy relative to the best compared isomer or geometry (same formula, charge and spin), in the same sequence as the records: 17.8, 0.0, 0.0 kcal per mole.